The following is a quantum chemistry calculation of a 16-piece molecular cluster, C40H112O40S12 overall in a non-equilibrium geometry, from the OMol25 dataset.

## Properties
HOMO level = -10.02 eV
Kohn-Sham gap = 9.91 eV
LUMO energy = -0.11 eV
maximum force = 5.5 eV/A
E_tot = -9378.5656 Ha

Bonds (Å) are listed after each position.
Element x y z (Å)
1 O 6.36 0.92 -5.12  S2 1.476
2 S 5.92 -0.21 -5.96  O1 1.476, O3 1.493, O4 1.694, C7 1.791
3 O 5.12 0.03 -7.20  S2 1.493
4 O 7.22 -1.22 -6.33  S2 1.694, C5 1.408
5 C 8.10 -1.53 -5.28  O4 1.408, C6 1.580, H8 1.090, H9 1.090
6 C 9.59 -1.44 -5.80  C5 1.580, H10 1.090, H11 1.090, H12 1.090
7 C 4.98 -1.35 -4.95  S2 1.791, H13 1.090, H14 1.090, H15 1.090
8 H 7.98 -2.56 -4.94  C5 1.090
9 H 7.89 -0.91 -4.41  C5 1.090
10 H 10.26 -1.62 -4.96  C6 1.090
11 H 9.87 -0.49 -6.26  C6 1.090
12 H 9.86 -2.16 -6.58  C6 1.090
13 H 5.36 -1.64 -3.97  C7 1.090
14 H 4.79 -2.22 -5.57  C7 1.090
15 H 4.08 -0.75 -4.77  C7 1.090
16 O -6.85 -9.59 7.04  S17 1.457
17 S -5.56 -9.02 7.41  O16 1.457, O18 1.476, O19 1.659, C22 1.905
18 O -4.70 -9.72 8.39  S17 1.476
19 O -4.71 -8.87 5.99  S17 1.659, C20 1.393
20 C -3.38 -8.47 5.84  O19 1.393, C21 1.541, H23 1.090, H24 1.090
21 C -3.33 -7.09 5.17  C20 1.541, H25 1.090, H26 1.090, H27 1.090
22 C -5.71 -7.18 7.86  S17 1.905, H28 1.090, H29 1.090, H30 1.090
23 H -2.83 -9.18 5.22  C20 1.090
24 H -2.81 -8.35 6.77  C20 1.090
25 H -3.79 -7.02 4.18  C21 1.090
26 H -2.32 -6.69 5.13  C21 1.090
27 H -3.86 -6.36 5.78  C21 1.090
28 H -6.04 -7.21 8.90  C22 1.090
29 H -6.45 -6.62 7.29  C22 1.090
30 H -4.70 -6.76 7.82  C22 1.090
31 O 7.57 5.17 4.31  S32 1.479
32 S 8.74 6.01 4.64  O31 1.479, O33 1.452, O34 1.633, C37 1.851
33 O 10.09 5.49 4.45  S32 1.452
34 O 8.68 7.44 3.86  S32 1.633, C35 1.392
35 C 7.53 8.22 3.74  O34 1.392, C36 1.591, H38 1.090, H39 1.090
36 C 6.52 7.69 2.63  C35 1.591, H40 1.090, H41 1.090, H42 1.090
37 C 8.63 6.61 6.39  S32 1.851, H43 1.090, H44 1.090, H45 1.090
38 H 7.91 9.20 3.46  C35 1.090
39 H 7.05 8.38 4.70  C35 1.090
40 H 5.76 8.46 2.49  C36 1.090
41 H 6.11 6.75 3.02  C36 1.090
42 H 7.01 7.62 1.66  C36 1.090
43 H 9.33 7.43 6.58  C37 1.090
44 H 8.88 5.80 7.07  C37 1.090
45 H 7.59 6.81 6.65  C37 1.090
46 O 0.23 6.75 -4.94  S47 1.472
47 S 1.43 6.07 -5.43  O46 1.472, O48 1.466, O49 1.674, C52 1.897
48 O 1.48 4.63 -5.72  S47 1.466
49 O 1.99 6.87 -6.79  S47 1.674, C50 1.414
50 C 3.03 6.29 -7.55  O49 1.414, C51 1.504, H53 1.090, H54 1.090
51 C 2.90 6.59 -9.02  C50 1.504, H55 1.090, H56 1.090, H57 1.090
52 C 2.86 6.54 -4.27  S47 1.897, H58 1.090, H59 1.090, H60 1.090
53 H 3.22 5.24 -7.36  C50 1.090
54 H 3.97 6.74 -7.24  C50 1.090
55 H 2.86 7.65 -9.27  C51 1.090
56 H 2.03 6.16 -9.51  C51 1.090
57 H 3.77 6.29 -9.61  C51 1.090
58 H 2.42 6.56 -3.28  C52 1.090
59 H 3.24 7.51 -4.59  C52 1.090
60 H 3.65 5.79 -4.23  C52 1.090
61 O 8.29 -2.94 0.26  S62 1.473
62 S 8.73 -3.60 1.50  O61 1.473, O63 1.469, O64 1.710, C67 1.882
63 O 8.25 -4.94 1.86  S62 1.469
64 O 10.44 -3.61 1.61  S62 1.710, C65 1.331
65 C 11.21 -3.39 0.55  O64 1.331, C66 1.527, H68 1.090, H69 1.090
66 C 11.12 -4.61 -0.37  C65 1.527, H70 1.090, H71 1.090, H72 1.090
67 C 8.48 -2.45 2.96  S62 1.882, H73 1.090, H74 1.090, H75 1.090
68 H 12.21 -3.16 0.90  C65 1.090
69 H 11.01 -2.44 0.07  C65 1.090
70 H 11.35 -5.51 0.19  C66 1.090
71 H 11.91 -4.61 -1.13  C66 1.090
72 H 10.17 -4.82 -0.86  C66 1.090
73 H 8.72 -1.45 2.62  C67 1.090
74 H 9.17 -2.74 3.75  C67 1.090
75 H 7.43 -2.47 3.24  C67 1.090
76 O 0.01 -11.13 -2.14  S77 1.471
77 S -0.93 -10.29 -1.39  O76 1.471, O78 1.434, O79 1.681, C82 1.860
78 O -1.81 -10.82 -0.39  S77 1.434
79 O -0.09 -9.02 -0.67  S77 1.681, C80 1.481
80 C 1.06 -8.43 -1.39  O79 1.481, C81 1.544, H83 1.090, H84 1.090
81 C 1.48 -7.25 -0.48  C80 1.544, H85 1.090, H86 1.090, H87 1.090
82 C -1.93 -9.19 -2.50  S77 1.860, H88 1.090, H89 1.090, H90 1.090
83 H 0.73 -8.06 -2.37  C80 1.090
84 H 1.88 -9.12 -1.56  C80 1.090
85 H 0.61 -6.86 0.05  C81 1.090
86 H 1.89 -6.41 -1.02  C81 1.090
87 H 2.17 -7.63 0.28  C81 1.090
88 H -2.28 -8.35 -1.90  C82 1.090
89 H -2.74 -9.87 -2.77  C82 1.090
90 H -1.38 -8.90 -3.40  C82 1.090
91 O -9.08 -5.69 -6.76  S92 1.477
92 S -7.78 -4.99 -6.74  O91 1.477, O93 1.460, O94 1.673, C97 1.778
93 O -6.81 -5.14 -5.66  S92 1.460
94 O -7.07 -5.28 -8.22  S92 1.673, C95 1.434
95 C -6.38 -6.53 -8.36  O94 1.434, C96 1.545, H98 1.090, H99 1.090
96 C -6.14 -6.81 -9.86  C95 1.545, H100 1.090, H101 1.090, H102 1.090
97 C -8.01 -3.24 -6.94  S92 1.778, H103 1.090, H104 1.090, H105 1.090
98 H -6.94 -7.35 -7.91  C95 1.090
99 H -5.38 -6.51 -7.92  C95 1.090
100 H -6.95 -7.19 -10.48  C96 1.090
101 H -5.38 -7.59 -9.91  C96 1.090
102 H -5.63 -5.93 -10.22  C96 1.090
103 H -8.25 -3.10 -8.00  C97 1.090
104 H -7.07 -2.77 -6.64  C97 1.090
105 H -8.79 -2.88 -6.28  C97 1.090
106 O 0.12 3.50 7.14  S107 1.484
107 S 1.41 3.88 7.76  O106 1.484, O108 1.466, O109 1.683, C112 1.835
108 O 2.24 4.90 7.10  S107 1.466
109 O 1.04 4.53 9.27  S107 1.683, C110 1.407
110 C 0.03 3.87 10.00  O109 1.407, C111 1.536, H113 1.090, H114 1.090
111 C -0.50 4.92 10.99  C110 1.536, H115 1.090, H116 1.090, H117 1.090
112 C 2.35 2.42 8.34  S107 1.835, H118 1.090, H119 1.090, H120 1.090
113 H 0.50 3.01 10.46  C110 1.090
114 H -0.77 3.59 9.31  C110 1.090
115 H 0.33 5.31 11.59  C111 1.090
116 H -1.18 4.42 11.67  C111 1.090
117 H -0.99 5.79 10.55  C111 1.090
118 H 2.47 1.90 7.39  C112 1.090
119 H 1.86 1.84 9.13  C112 1.090
120 H 3.36 2.63 8.70  C112 1.090
121 O 2.20 -3.65 7.03  S122 1.452
122 S 2.54 -4.26 8.31  O121 1.452, O123 1.475, O124 1.682, C127 1.771
123 O 3.64 -3.67 9.10  S122 1.475
124 O 1.18 -4.36 9.29  S122 1.682, C125 1.438
125 C 1.33 -4.81 10.65  O124 1.438, C126 1.527, H128 1.090, H129 1.090
126 C 1.61 -3.58 11.51  C125 1.527, H130 1.090, H131 1.090, H132 1.090
127 C 2.85 -5.99 8.12  S122 1.771, H133 1.090, H134 1.090, H135 1.090
128 H 2.13 -5.55 10.77  C125 1.090
129 H 0.41 -5.24 11.03  C125 1.090
130 H 0.91 -2.75 11.37  C126 1.090
131 H 2.57 -3.11 11.32  C126 1.090
132 H 1.62 -3.70 12.60  C126 1.090
133 H 3.32 -6.38 9.02  C127 1.090
134 H 3.46 -6.20 7.24  C127 1.090
135 H 1.88 -6.46 7.95  C127 1.090
136 O -8.90 6.92 0.06  S137 1.452
137 S -8.34 8.06 -0.64  O136 1.452, O138 1.471, O139 1.680, C142 1.855
138 O -8.90 8.52 -1.92  S137 1.471
139 O -8.23 9.39 0.38  S137 1.680, C140 1.427
140 C -8.15 9.33 1.81  O139 1.427, C141 1.501, H143 1.090, H144 1.090
141 C -7.24 10.45 2.21  C140 1.501, H145 1.090, H146 1.090, H147 1.090
142 C -6.53 7.73 -0.85  S137 1.855, H148 1.090, H149 1.090, H150 1.090
143 H -7.69 8.40 2.15  C140 1.090
144 H -9.17 9.32 2.20  C140 1.090
145 H -6.29 10.39 1.68  C141 1.090
146 H -7.09 10.54 3.29  C141 1.090
147 H -7.71 11.39 1.94  C141 1.090
148 H -6.34 6.85 -0.23  C142 1.090
149 H -5.99 8.56 -0.41  C142 1.090
150 H -6.42 7.59 -1.93  C142 1.090
151 O -0.90 -1.32 -1.24  S152 1.457
152 S -1.44 -0.42 -0.23  O151 1.457, O153 1.502, O154 1.664, C157 1.825
153 O -1.94 -0.99 1.07  S152 1.502
154 O -0.22 0.58 0.27  S152 1.664, C155 1.417
155 C 0.72 0.05 1.19  O154 1.417, C156 1.577, H158 1.090, H159 1.090
156 C 2.05 0.89 1.02  C155 1.577, H160 1.090, H161 1.090, H162 1.090
157 C -2.59 0.80 -0.95  S152 1.825, H163 1.090, H164 1.090, H165 1.090
158 H 0.85 -1.03 1.08  C155 1.090
159 H 0.30 0.28 2.17  C155 1.090
160 H 2.63 0.81 1.93  C156 1.090
161 H 1.81 1.95 1.05  C156 1.090
162 H 2.58 0.68 0.09  C156 1.090
163 H -2.02 1.35 -1.69  C157 1.090
164 H -2.90 1.44 -0.12  C157 1.090
165 H -3.45 0.25 -1.33  C157 1.090
166 O -3.13 0.90 -9.88  S167 1.496
167 S -1.99 0.18 -10.53  O166 1.496, O168 1.444, O169 1.656, C172 1.884
168 O -2.24 -0.70 -11.65  S167 1.444
169 O -0.91 1.30 -11.07  S167 1.656, C170 1.460
170 C 0.09 0.82 -12.02  O169 1.460, C171 1.532, H173 1.090, H174 1.090
171 C -0.51 1.17 -13.39  C170 1.532, H175 1.090, H176 1.090, H177 1.090
172 C -0.98 -0.58 -9.14  S167 1.884, H178 1.090, H179 1.090, H180 1.090
173 H 0.23 -0.26 -11.96  C170 1.090
174 H 1.07 1.30 -11.90  C170 1.090
175 H -1.43 0.62 -13.58  C171 1.090
176 H 0.14 0.98 -14.24  C171 1.090
177 H -0.88 2.20 -13.39  C171 1.090
178 H -0.13 -1.10 -9.59  C172 1.090
179 H -1.47 -1.41 -8.62  C172 1.090
180 H -0.67 0.26 -8.51  C172 1.090
181 C -1.55 7.23 2.74  O182 1.440, H183 1.090, H184 1.090, H185 1.090
182 O -2.23 6.00 2.41  C181 1.440, H186 0.960
183 H -1.78 7.57 3.75  C181 1.090
184 H -0.47 7.25 2.58  C181 1.090
185 H -2.04 7.92 2.05  C181 1.090
186 H -1.95 5.42 3.12  O182 0.960
187 C -8.31 3.97 -6.22  O188 1.384, H189 1.090, H190 1.090, H191 1.090
188 O -7.08 3.41 -5.91  C187 1.384, H192 0.960
189 H -8.58 3.62 -7.21  C187 1.090
190 H -9.01 3.59 -5.47  C187 1.090
191 H -8.27 5.05 -6.10  C187 1.090
192 H -6.63 3.07 -6.68  O188 0.960
193 C -5.08 0.30 6.12  O194 1.423, H195 1.090, H196 1.090, H197 1.090
194 O -5.53 -0.82 5.37  C193 1.423, H198 0.960
195 H -4.84 1.17 5.51  C193 1.090
196 H -5.94 0.63 6.70  C193 1.090
197 H -4.28 0.07 6.83  C193 1.090
198 H -4.87 -0.92 4.67  O194 0.960
199 C -10.47 0.66 -0.52  O200 1.426, H201 1.090, H202 1.090, H203 1.090
200 O -10.59 -0.73 -0.84  C199 1.426, H204 0.960
201 H -9.79 0.80 0.33  C199 1.090
202 H -10.13 1.22 -1.39  C199 1.090
203 H -11.40 1.10 -0.16  C199 1.090
204 H -11.06 -1.17 -0.13  O200 0.960

Here are the Mulliken charges for atoms 1 to 5, given in e:
1 O -0.578
2 S 1.101
3 O -0.574
4 O -0.304
5 C -0.196